A cluster of 7 separate species, H14O7 in total at a distorted geometry. Source: the OMol25 dataset; level of theory: the ωB97M-V functional and the def2-TZVPD basis.

```
21
Properties=species:S:1:pos:R:3
O 3.585 7.259 4.550
H 3.424 6.927 5.460
H 2.899 6.734 4.033
O 6.634 6.547 5.177
H 5.699 6.802 4.928
H 6.440 6.312 6.201
O 3.864 3.647 6.287
H 4.435 3.827 5.491
H 3.904 4.566 6.638
O 6.533 5.636 8.006
H 7.230 6.005 8.575
H 6.819 4.699 7.870
O 3.532 6.412 7.671
H 2.862 5.717 7.951
H 4.441 6.169 7.936
O 6.454 2.827 7.242
H 5.588 2.743 6.806
H 7.071 2.723 6.541
O 6.090 3.854 4.732
H 6.200 3.281 3.970
H 6.244 4.803 4.491
```

Output
**Spin multiplicity**: 1
**Total charge**: 0
**E**: -14560.3561 eV
**Energy above the lowest of the compared OMol25 structures with the same formula, charge and spin**: 25.5 kcal/mol
**Lowest unoccupied orbital energy**: 0.324 eV

---

A cluster of 7 separate species, H14O7 in total. Source: the OMol25 dataset; level of theory: the ωB97M-V functional and the def2-TZVPD basis.

```
21
Properties=species:S:1:pos:R:3
O -10.319 8.729 -6.804
H -9.406 9.047 -6.750
H -10.786 9.201 -6.108
O -6.552 5.440 -8.294
H -7.092 6.234 -8.511
H -7.138 4.695 -8.449
O -6.338 13.210 -9.463
H -5.845 13.900 -9.917
H -6.200 12.422 -9.999
O -7.825 7.452 -9.518
H -8.729 7.771 -9.644
H -7.368 7.669 -10.340
O -5.278 11.393 -6.422
H -5.916 10.965 -5.838
H -4.519 11.582 -5.858
O -7.342 9.873 -7.881
H -7.020 9.238 -8.532
H -6.680 10.576 -7.872
O -3.333 11.837 -8.418
H -3.132 12.610 -7.884
H -4.185 11.520 -8.078
```

Output
**Spin multiplicity**: 1
**Total charge**: 0
**E**: -14559.7291 eV
**Energy above the lowest of the compared OMol25 structures with the same formula, charge and spin**: 39.9 kcal/mol
**Lowest unoccupied orbital energy**: 0.218 eV

---

A cluster of 7 separate species, H14O7 in total at a distorted geometry. Source: the OMol25 dataset; level of theory: the ωB97M-V functional and the def2-TZVPD basis.

```
21
Properties=species:S:1:pos:R:3
O 0.628 -0.402 -1.338
H -0.317 -0.617 -1.222
H 0.782 -0.421 -2.206
O 2.281 -2.174 1.460
H 3.143 -2.506 1.212
H 1.788 -2.930 1.731
O -0.760 -2.683 1.125
H 0.060 -2.544 1.540
H -1.166 -1.804 1.004
O -1.414 2.327 2.667
H -1.271 1.329 2.632
H -1.062 2.756 3.436
O 4.490 1.886 -1.112
H 5.400 2.265 -1.253
H 3.964 2.661 -1.183
O -2.511 -1.401 -2.102
H -3.228 -1.120 -2.575
H -2.180 -0.618 -1.656
O -3.114 1.783 -0.465
H -2.277 2.271 -0.292
H -3.235 1.942 -1.404
```

Output
**Spin multiplicity**: 1
**Total charge**: 0
**E**: -14558.4620 eV
**Energy above the lowest of the compared OMol25 structures with the same formula, charge and spin**: 69.2 kcal/mol
**Lowest unoccupied orbital energy**: 0.296 eV

---

A cluster of 7 separate species, H14O7 in total. Source: the OMol25 dataset; level of theory: the ωB97M-V functional and the def2-TZVPD basis.

```
21
Properties=species:S:1:pos:R:3
O -1.148 0.383 -0.111
H -0.935 -0.467 0.291
H -1.823 0.754 0.470
O -5.677 -1.800 0.604
H -5.316 -1.062 0.100
H -4.916 -2.370 0.763
O 3.235 0.792 2.471
H 3.336 0.167 1.744
H 2.481 1.333 2.211
O 0.323 -1.770 -0.559
H 1.052 -2.013 -1.141
H -0.178 -2.587 -0.458
O -1.783 2.977 -0.242
H -2.410 2.663 0.419
H -1.835 2.320 -0.946
O 1.296 1.925 -1.368
H 1.893 2.449 -0.822
H 0.942 2.558 -2.003
O 3.954 -2.249 -0.807
H 4.329 -2.314 0.078
H 3.179 -1.687 -0.693
```

Output
**Spin multiplicity**: 1
**Total charge**: 0
**E**: -14558.9071 eV
**Energy above the lowest of the compared OMol25 structures with the same formula, charge and spin**: 58.9 kcal/mol
**Lowest unoccupied orbital energy**: -0.025 eV